1.
The following is a DFT calculation (ωB97M-V/def2-TZVPD) of 2 unconnected molecules or ions with the total composition C3H2O3.

Structure (XYZ):
```
8
Properties=species:S:1:pos:R:3:forces:R:3
C -3.300 0.458 -0.350 -0.7031 0.1091 1.2195
C 0.223 -1.185 0.507 -0.6327 2.5274 2.6974
C -3.435 -0.398 0.803 -0.1316 0.2025 0.5838
O -3.411 1.341 -1.101 0.2342 0.7496 -0.9710
O -2.873 -0.837 -0.340 0.5509 -1.1047 -0.8677
O -0.421 -0.288 1.062 1.6533 -2.2553 -0.7710
H 1.041 -1.798 0.903 -0.0736 0.2015 1.1021
H 0.115 -1.389 -0.492 -0.8974 -0.4302 -2.9931
```
Positions in Å, forces in eV/Å.

Results
Electronic energy = -9280.33149 eV
HOMO level = -9.98 eV
Lowest unoccupied orbital energy = -0.81 eV
2S+1 = 1
Total charge = 0

=====

2.
The following is a DFT calculation (ωB97M-V/def2-TZVPD) of 3 unconnected molecules or ions with the total composition C3H2O3S.

Structure (XYZ):
```
9
Properties=species:S:1:pos:R:3:forces:R:3
C -1.271 1.037 0.517 -0.9031 0.3804 1.4812
C 1.042 -1.024 1.156 -1.0520 -1.8102 0.3627
C -0.035 0.226 -1.512 1.2794 3.3222 1.1976
O 1.939 -0.306 1.082 0.3787 0.6814 -0.1650
O 0.183 -0.904 -1.595 -0.1689 -5.6190 -1.3201
O 0.181 -1.807 1.284 0.6878 0.9827 -0.1257
S -1.904 1.292 1.893 0.4061 -0.1622 -0.8419
H -0.842 0.784 -1.942 -0.7694 0.3994 -0.6642
H 0.706 0.702 -0.884 0.1413 1.8254 0.0754
```
Positions in Å, forces in eV/Å.

Results
Electronic energy = -20118.25626 eV
HOMO level = -9.65 eV
Lowest unoccupied orbital energy = -0.68 eV
2S+1 = 1
Total charge = 0

=====

3.
The following is a DFT calculation (ωB97M-V/def2-TZVPD) of a single C3H2O3S2 molecule.

Structure (XYZ):
```
10
Properties=species:S:1:pos:R:3:forces:R:3
O -1.489 2.016 0.082 -2.2445 3.7190 -0.7113
C -1.192 0.913 0.040 3.4910 -0.0980 2.2762
O 0.091 0.692 0.735 1.1917 -1.0565 -1.2906
C 1.050 -0.074 0.125 2.5033 0.3217 1.0354
S 2.591 0.382 -0.297 -2.0086 0.0063 0.2898
O 0.791 -1.413 0.135 -1.9018 1.6249 -0.1517
C -0.582 -1.609 0.355 -1.8825 -3.0270 -1.9475
S -1.906 -0.467 -0.456 0.1918 -3.5668 -0.9185
H -0.964 -1.713 1.337 0.5434 0.6922 1.4926
H -0.789 -2.655 -0.039 0.1163 1.3842 -0.0745
```
Positions in Å, forces in eV/Å.

Results
Electronic energy = -30954.32441 eV
HOMO level = -9.20 eV
Lowest unoccupied orbital energy = -0.10 eV
Structure (SMILES) = O=C1OC(=S)OCS1
2S+1 = 1
Total charge = 0

=====

4.
The following is a DFT calculation (ωB97M-V/def2-TZVPD) of a molecular structure, C3H2O3Sn.

Structure (XYZ):
```
9
Properties=species:S:1:pos:R:3:forces:R:3
C 1.163 1.422 -0.144 -0.6461 0.5166 1.0573
C 0.313 0.841 -0.933 0.8653 -1.6810 1.9183
O -0.328 -0.062 -1.369 1.7494 1.6027 -1.2801
C -0.457 -1.629 1.013 0.7608 1.5951 2.7855
O 0.359 -1.409 1.811 -0.7531 -1.0746 -1.7601
O -1.432 -1.604 0.362 0.8016 -1.6371 1.2550
H 1.259 2.507 -0.131 0.4584 -0.3250 -0.0817
Sn -2.266 -0.868 -1.418 -3.0490 -0.0312 -2.0984
H 1.390 0.803 0.808 -0.1872 1.0346 -1.7960
```
Positions in Å, forces in eV/Å.

Results
Electronic energy = -15107.19035 eV
HOMO level (alpha / beta) = -11.12 / -14.89 eV
Lowest unoccupied orbital energy (alpha / beta) = -5.31 / -5.29 eV
2S+1 = 2
Total charge = +1

=====

5.
The following is a DFT calculation (ωB97M-V/def2-TZVPD) of a molecular structure, C3H2O3V.

Structure (XYZ):
```
9
Properties=species:S:1:pos:R:3:forces:R:3
O -0.541 -0.631 1.036 -0.7281 -3.3000 1.1652
C 0.732 0.996 0.385 3.4654 2.9012 0.3768
C 0.057 1.686 -0.693 0.4021 -1.2160 1.6523
O -0.992 1.092 -1.211 -0.9179 -0.3693 -0.7577
V -1.651 -0.481 -0.449 -0.2989 0.5714 -0.3141
H 1.596 1.528 0.793 -0.0210 0.1823 -0.6688
C 0.715 -0.360 0.783 -2.1295 1.4871 -2.7265
O 1.484 -1.270 0.139 0.3180 -0.1133 1.1135
H 1.348 -2.152 0.504 -0.0902 -0.1434 0.1592
```
Positions in Å, forces in eV/Å.

Results
Electronic energy = -34967.20388 eV
HOMO level (alpha / beta) = -6.67 / -7.44 eV
Lowest unoccupied orbital energy (alpha / beta) = -0.91 / -1.10 eV
2S+1 = 4
Total charge = 0

=====

6.
The following is a DFT calculation (ωB97M-V/def2-TZVPD) of a molecular structure, C3H2O3Yb.

Structure (XYZ):
```
9
Properties=species:S:1:pos:R:3:forces:R:3
O 0.983 -1.470 -0.085 2.4049 2.5774 -0.6919
C -3.515 0.309 1.987 0.1882 -0.3471 -0.2138
C 1.651 -0.337 -0.408 0.2937 -4.4402 1.0979
O -2.914 -0.443 1.377 -0.3201 0.4455 0.3992
O -0.367 0.863 -0.630 3.4890 0.4895 -0.0885
C 0.989 0.820 -0.652 -3.8776 2.4489 -0.6818
Yb -1.097 -1.086 -0.182 -1.5938 -0.8912 -0.0519
H 2.743 -0.391 -0.486 -0.3668 -0.0180 0.0959
H 1.527 1.737 -0.919 -0.2174 -0.2649 0.1350
```
Positions in Å, forces in eV/Å.

Results
Electronic energy = -40807.99409 eV
HOMO level (alpha / beta) = -12.85 / -12.84 eV
Lowest unoccupied orbital energy (alpha / beta) = -4.58 / -5.59 eV
2S+1 = 2
Total charge = +1

=====

ΔE to the lowest compared entry with this formula, charge and spin, record by record: 501.2; 312.5; 123.6; 0.0; 251.8; 0.0 kJ/mol